No. 1
132
Properties=species:S:1:pos:R:3:forces:R:3:mulliken_charge:R:1 method="wB97M-V/def2-TZVPD" gap_ev=10.079 smiles="FC(F)C(F)(F)COC(F)(F)C(F)F.FC(F)C(F)(F)COC(F)(F)C(F)F.FC(F)C(F)(F)COC(F)(F)C(F)F.FC(F)C(F)(F)COC(F)(F)C(F)F.O=S1(=O)CCCC1.O=S1(=O)CCCC1.O=S1(=O)CCCC1.O=S1(=O)CCCC1" charge=0 de_lowest_kj_mol=794.5 lumo_ha=0.002 e_tot_ev=-192970.9478
C 13.85461 16.02207 -13.82089 0.0 1.6 0.4 -0.345
C 15.08437 16.75850 -14.34606 1.4 -0.6 -2.9 -0.805
C 14.89046 16.85087 -15.91869 -2.6 0.8 1.2 -0.731
S 14.03497 15.33533 -16.33313 1.6 0.5 -1.2 1.023
O 15.16492 14.51573 -16.81709 -2.2 -0.1 -0.1 -0.685
O 12.85056 15.76637 -17.12507 1.6 -1.8 1.3 -0.525
C 13.64440 14.75874 -14.61593 0.5 0.8 -0.3 -0.655
H 13.00584 16.69200 -13.95827 -0.2 0.0 0.6 0.186
H 14.07783 15.78303 -12.78112 -0.7 0.1 0.1 0.334
H 15.94631 16.09297 -14.29888 0.3 0.1 0.8 0.339
H 15.36027 17.75037 -13.98806 -0.4 -0.3 0.5 0.401
H 15.59669 17.10925 -16.70772 0.6 -0.5 0.7 0.421
H 14.07122 17.55174 -16.07908 0.0 0.5 0.1 0.317
H 14.46950 14.16112 -14.22844 -0.3 -0.9 -0.9 0.392
H 12.64848 14.32433 -14.52907 0.3 -0.1 -0.1 0.333
C 8.70246 15.32964 -17.56432 -1.3 -0.3 0.0 -0.397
C 9.82804 15.73502 -18.47909 -1.0 0.7 -0.8 -0.603
C 9.04197 16.34746 -19.75133 0.9 0.4 0.1 -0.846
S 7.39154 17.01930 -19.23042 0.0 1.3 1.4 1.129
O 6.28774 16.30175 -19.87532 1.4 0.5 0.7 -0.638
O 7.34541 18.51513 -19.23341 0.4 -2.9 -0.3 -0.670
C 7.68123 16.47772 -17.46268 0.3 0.1 -0.4 -0.542
H 9.10671 14.96821 -16.61877 -0.4 0.2 0.2 0.225
H 8.21853 14.49472 -18.07109 -0.2 -0.3 0.3 0.278
H 10.42155 14.82776 -18.59186 0.0 0.1 -1.1 0.393
H 10.53125 16.40194 -17.98027 -0.3 0.6 -0.3 0.271
H 8.89103 15.66298 -20.58607 -0.2 -0.3 0.3 0.360
H 9.49669 17.23333 -20.19468 0.3 0.0 0.2 0.464
H 6.70795 16.33423 -16.99338 0.1 -0.5 -0.1 0.372
H 8.19299 17.27656 -16.92596 -0.2 0.5 -0.3 0.251
C 7.31503 16.77221 -11.85025 0.3 0.1 1.4 -0.604
C 8.20795 16.99988 -13.07074 -2.4 1.2 -0.3 0.106
C 9.22759 15.97301 -13.15361 1.6 -2.7 1.2 -0.037
S 9.45831 15.32663 -11.41778 -1.4 -0.4 -0.5 1.047
O 10.75292 15.80599 -11.03526 1.2 -0.1 0.8 -0.678
O 9.10101 13.90496 -11.25547 0.4 1.8 -0.4 -0.300
C 8.16470 16.40389 -10.63295 1.2 -1.7 -1.0 -0.661
H 6.68143 15.90283 -12.02590 -0.3 0.1 -0.1 0.018
H 6.70749 17.65123 -11.63507 -0.2 -0.2 -0.2 0.627
H 8.51222 18.04655 -13.06935 0.4 -0.2 -0.3 0.391
H 7.46955 16.80333 -13.84806 0.4 0.7 -0.7 -0.315
H 10.25636 16.18910 -13.44176 -0.3 0.4 -0.2 0.058
H 8.90914 15.06147 -13.65937 -0.2 0.2 -0.4 -0.082
H 8.83026 17.12014 -10.15119 -0.7 0.4 0.2 0.412
H 7.68605 15.66046 -9.99551 -0.1 0.6 0.5 0.104
C 6.56957 11.18154 -13.03170 -0.9 0.3 1.5 -0.709
C 6.96981 10.54809 -14.36022 0.6 -0.8 0.9 -0.114
C 6.61592 11.42020 -15.48065 -2.0 2.5 -2.0 -0.963
S 5.75589 12.99581 -14.80621 2.1 -0.4 0.9 0.866
O 4.33964 12.85657 -14.72631 -0.9 -0.9 0.3 -0.651
O 6.19140 14.21788 -15.44197 0.8 -0.2 0.0 -0.399
C 6.56103 12.67421 -13.13320 -0.5 1.0 -1.5 -0.211
H 7.21806 11.09626 -12.15976 0.5 -1.1 -0.3 0.299
H 5.60151 10.81514 -12.69009 -0.1 0.0 -0.2 0.420
H 6.37829 9.65782 -14.57386 0.6 -0.4 0.7 0.269
H 8.04210 10.35457 -14.33131 -0.1 -0.3 -0.2 0.109
H 5.82119 10.96969 -16.07524 -0.1 0.1 -0.1 0.433
H 7.35609 11.74220 -16.21315 0.3 0.1 0.4 0.365
H 6.07392 13.22025 -12.32532 -0.3 -0.2 -0.2 0.538
H 7.60246 12.99505 -13.15703 0.0 0.4 -0.4 -0.192
C 1.49021 20.68246 -13.46631 -1.1 -1.0 0.1 -0.653
C 0.31880 19.58527 -13.46690 0.3 3.8 -3.6 0.861
C -0.24092 19.35366 -14.93684 -2.2 -2.1 -0.4 0.245
F -1.59702 18.87149 -14.96840 0.8 1.5 1.1 -0.327
F -0.20567 20.43532 -15.73922 0.3 -0.3 0.7 -0.259
F 0.82470 18.49364 -13.04317 0.7 -3.2 1.5 -0.221
F -0.67687 19.97207 -12.69145 -0.8 0.5 0.9 -0.332
O 2.64380 20.29685 -14.16668 2.7 -1.8 0.1 -0.367
C 3.28535 18.99465 -14.10276 2.4 2.8 2.0 0.718
C 4.81743 19.09837 -14.70091 -1.4 0.6 -0.9 0.117
F 5.74816 19.82705 -13.99210 -1.4 -1.2 -0.2 -0.276
F 5.34258 17.84889 -15.00316 -0.9 1.5 0.8 -0.157
F 3.43552 18.41954 -12.86639 -0.9 0.6 -0.6 -0.236
F 2.55802 18.28624 -14.87835 -0.6 -2.6 -1.4 -0.257
H 1.71386 20.85924 -12.41425 -0.1 0.3 0.0 0.332
H 1.22361 21.56330 -14.05038 -0.5 0.1 0.7 0.347
H 0.09620 18.41810 -15.38312 1.7 0.7 -0.2 0.184
H 4.56246 19.65044 -15.60552 0.9 -0.1 -0.5 0.261
C 5.32229 14.77623 -7.55648 0.4 0.9 1.2 -0.846
C 5.82511 13.95662 -6.27933 -0.9 1.1 -3.1 0.932
C 7.22690 13.26279 -6.44515 -2.5 -1.9 3.5 0.098
F 7.67252 13.21598 -7.64504 0.9 0.5 -2.9 -0.150
F 8.07070 13.79151 -5.59077 2.2 2.5 0.8 -0.237
F 5.77612 14.65933 -5.15468 0.3 0.6 0.3 -0.297
F 4.86592 13.04864 -6.20289 -0.8 -2.3 0.8 -0.331
O 4.00884 15.40210 -7.25675 1.9 -1.2 -2.0 -0.372
C 3.20695 15.58231 -8.43096 1.9 4.0 4.3 0.913
C 2.15083 16.44318 -7.79710 -2.2 -0.5 3.8 0.142
F 2.64139 17.50886 -7.15220 2.1 1.9 -0.4 -0.269
F 1.23486 16.89681 -8.59473 -1.5 0.4 -2.6 -0.240
F 3.76359 16.45157 -9.31372 0.9 -0.9 -0.8 -0.264
F 2.88369 14.48069 -8.95119 -0.9 -2.4 -1.8 -0.242
H 5.24904 14.16841 -8.45830 0.0 -0.5 0.4 0.419
H 6.10654 15.50830 -7.74920 -0.3 0.6 -0.1 0.346
H 7.21777 12.27610 -5.98207 -1.2 -0.8 -0.9 0.179
H 1.65185 16.07886 -6.89909 -0.3 -2.0 -0.6 0.221
C 9.67789 8.52430 -12.24570 -2.5 1.4 -2.3 -0.156
C 9.03963 7.19615 -11.84677 0.1 3.0 -2.3 0.956
C 7.99120 6.84753 -13.00108 -0.4 -1.5 -0.4 0.070
F 7.09825 7.86986 -13.16892 0.8 -0.5 0.3 -0.175
F 8.55746 6.55779 -14.23413 0.5 1.1 0.9 -0.282
F 9.98175 6.30886 -11.68019 0.9 -2.1 0.0 -0.301
F 8.43254 7.38688 -10.69584 -1.4 -0.4 1.2 -0.280
O 10.08170 9.27769 -11.18143 2.9 3.1 2.7 -0.437
C 10.66037 10.60269 -11.46625 -2.2 -1.2 1.0 0.733
C 11.26490 11.35929 -10.24393 0.2 -1.6 0.4 0.191
F 11.78344 12.53709 -10.68967 -0.5 -0.9 0.5 -0.166
F 10.43846 11.53225 -9.18528 -0.2 0.4 -0.9 -0.231
F 11.64610 10.39565 -12.28623 1.7 -0.1 -1.5 -0.297
F 9.79995 11.44766 -12.07178 -0.5 -0.7 -0.2 -0.178
H 8.86642 9.16954 -12.58227 -0.7 -0.6 -0.8 -0.440
H 10.26921 8.43152 -13.15666 1.0 -0.3 0.5 0.381
H 7.43674 5.91933 -12.86287 -0.2 0.2 1.0 0.248
H 12.01839 10.65212 -9.89714 0.7 0.5 0.1 0.213
C 10.75050 17.09396 -5.13345 -0.1 0.7 -2.7 -0.949
C 9.39650 17.74426 -4.78497 0.1 -2.7 -0.4 1.193
C 9.55489 18.74224 -3.67361 -2.3 3.0 1.3 -0.014
F 10.07140 18.38317 -2.49093 0.7 -1.6 -0.1 -0.267
F 10.27598 19.83320 -4.04336 0.3 -0.4 -0.9 -0.261
F 8.61075 18.17674 -5.77802 1.3 2.5 -1.3 -0.267
F 8.55362 16.71622 -4.45202 0.5 -1.0 2.5 -0.324
O 11.36278 17.80766 -6.29015 0.0 -1.7 1.1 -0.429
C 11.17942 17.30989 -7.66940 -0.1 1.9 6.4 0.960
C 12.49663 17.70102 -8.24647 2.9 -1.7 -3.0 0.193
F 12.86052 18.98306 -8.17481 -1.0 0.3 0.4 -0.247
F 13.57029 16.98917 -7.74023 -1.0 0.0 0.8 -0.301
F 10.82630 16.04064 -7.66849 0.5 -0.4 -0.8 -0.227
F 10.17093 18.04479 -8.04853 -1.1 0.5 -2.4 -0.260
H 10.56554 16.05399 -5.40242 0.0 0.1 0.1 0.352
H 11.39740 17.12071 -4.25658 0.2 0.3 -0.3 0.373
H 8.57017 19.12194 -3.40112 -0.4 0.0 -0.4 0.280
H 12.53397 17.36090 -9.28138 -0.5 0.5 -0.5 0.172

---

No. 2
18
Properties=species:S:1:pos:R:3:forces:R:3:mulliken_charge:R:1 method="wB97M-V/def2-TZVPD" gap_ev=9.895 charge=0 de_lowest_kj_mol=587.6 lumo_ha=0.028 e_tot_ev=-10936.7245
C -0.47265 -0.44571 -1.27207 0.0 1.6 -1.1 -0.142
C -0.02169 0.68739 -2.26947 1.5 -4.8 -1.5 -0.202
C 0.43534 1.68647 -1.33358 0.2 2.9 3.3 -0.602
C 0.66256 1.30656 -0.03619 -1.6 -1.4 -0.6 -0.516
C -0.07191 -0.11966 0.10329 -0.1 0.1 2.2 1.143
C 0.51290 -1.35147 0.81845 0.3 -3.3 2.6 -0.462
C -0.10318 -0.70666 2.09617 0.2 -1.8 2.1 -0.581
H 1.04872 0.10208 -2.67603 -3.0 1.7 0.5 0.187
H -0.81932 0.65467 -3.10035 1.6 1.1 1.2 0.357
H 0.41883 2.78283 -1.37116 0.5 -0.4 -1.3 0.296
H 1.05807 2.00823 0.77854 -0.9 -1.4 -1.3 0.289
H -0.37130 -2.36202 0.89124 3.3 2.9 -1.6 0.262
H 1.72655 -1.70238 0.82912 -3.6 1.2 -0.3 0.233
H -0.43018 -1.42363 2.91294 0.3 0.7 -0.8 0.324
H 0.61627 -0.04370 2.56723 -0.2 1.0 -0.1 0.196
H -1.93174 0.63060 1.36310 3.1 -2.7 0.3 0.285
N -1.20897 -0.26803 1.26004 -0.6 3.9 -2.6 -0.549
O -1.04831 -1.43559 -1.56126 -0.8 -1.2 -0.8 -0.520

---

No. 3
86
Properties=species:S:1:pos:R:3:forces:R:3:mulliken_charge:R:1 method="wB97M-V/def2-TZVPD" gap_ev=7.041 charge=-1 de_lowest_kj_mol=56.4 lumo_ha=0.076 e_tot_ev=-104302.2309
In 0.54227 -0.36160 -0.10374 0.0 0.2 0.0 1.175
C -1.53558 2.19139 -0.65458 0.0 0.0 0.0 -1.044
N -1.11277 1.29363 0.42003 0.0 0.1 0.0 0.801
C -0.39023 2.01918 1.46175 0.0 0.0 0.0 -0.489
C 0.85997 2.65037 0.84489 0.1 -0.1 0.1 -1.195
N 1.48233 1.70609 -0.06792 -0.1 0.0 -0.2 0.598
C 2.44426 2.09693 -0.91230 0.1 0.0 0.0 -0.650
C 3.10436 1.11677 -1.69169 0.0 0.0 0.0 0.301
F 2.76676 -0.18490 -1.50780 -0.1 0.0 0.0 -0.384
C 4.06066 1.37752 -2.64091 0.0 0.0 0.0 0.231
F 4.57499 0.36634 -3.35737 0.0 -0.1 -0.1 -0.404
C 4.49227 2.67177 -2.87105 -0.1 0.0 0.1 0.585
F 5.43014 2.94070 -3.79581 0.0 0.0 -0.1 -0.345
C 3.92283 3.67003 -2.10868 0.0 -0.1 0.0 0.294
F 4.32079 4.93632 -2.28433 0.0 0.1 0.0 -0.340
C 2.94285 3.39822 -1.17064 0.0 -0.1 0.0 0.208
F 2.47469 4.47544 -0.49561 -0.1 0.0 0.1 -0.362
C -2.21825 0.47202 0.88901 0.0 0.0 0.0 -0.399
C -2.64602 -0.48655 -0.22168 0.0 0.0 0.0 -1.392
N -1.48427 -0.99565 -0.93738 -0.1 -0.1 0.0 1.128
C -1.69882 -1.71243 -2.05792 0.0 0.0 0.0 -0.458
C -2.94140 -2.12728 -2.61568 0.1 0.0 0.0 0.235
F -4.11539 -1.93014 -1.97066 0.0 0.1 0.1 -0.377
C -3.06353 -2.79621 -3.82064 0.1 0.0 0.0 0.346
F -4.28485 -3.12247 -4.26048 -0.1 0.0 0.0 -0.355
C -1.96170 -3.14267 -4.57274 0.0 0.0 0.1 0.703
F -2.08384 -3.77133 -5.75250 0.0 -0.1 -0.1 -0.391
C -0.72353 -2.81118 -4.05760 -0.1 0.0 0.0 0.128
F 0.38457 -3.12441 -4.74235 0.1 -0.1 -0.1 -0.425
C -0.61101 -2.13899 -2.86252 -0.1 0.0 0.0 -0.065
F 0.64576 -1.88084 -2.45382 0.1 0.0 0.0 -0.457
H -2.19821 2.96975 -0.24937 0.0 0.0 0.0 0.332
H -2.06442 1.62603 -1.41619 0.0 0.0 0.0 0.060
H -0.67255 2.64560 -1.13084 0.0 0.0 0.0 0.225
H -0.11332 1.29906 2.23449 0.0 0.0 0.0 -0.094
H -1.01735 2.79689 1.92072 0.0 0.0 0.0 0.472
H 1.53391 2.92756 1.66550 0.0 0.0 0.0 0.475
H 0.57054 3.57896 0.35123 0.0 0.0 0.0 0.502
H -3.07668 1.09083 1.18979 0.0 0.0 0.0 0.399
H -1.86818 -0.08272 1.75857 0.0 0.0 0.0 -0.298
H -3.32767 0.03954 -0.89881 0.0 0.0 0.0 0.549
H -3.23691 -1.28181 0.24446 0.0 0.0 0.0 0.686
S 2.12670 -0.31969 1.91863 -0.1 -0.1 0.2 -0.618
C 2.06337 -1.94121 2.53872 0.0 0.0 0.0 0.853
C 2.49516 -2.19369 3.84177 0.1 0.0 0.0 -1.146
C 2.41253 -3.45296 4.41514 0.0 0.0 0.0 0.503
C 2.81350 -3.63624 5.78031 0.0 0.0 0.0 -0.121
N 3.13956 -3.75873 6.87723 0.0 0.0 0.0 -0.615
C 1.88754 -4.51361 3.66172 0.0 0.0 0.0 0.454
C 1.48165 -4.28265 2.35599 0.0 0.0 0.0 -0.842
C 1.55947 -3.01875 1.76779 0.0 0.0 -0.1 0.560
S 0.99551 -2.85381 0.12681 0.1 -0.1 0.1 -0.443
C 1.72529 -5.82087 4.22997 0.1 0.0 0.0 -0.165
N 1.58826 -6.87615 4.66806 0.0 0.0 0.0 -0.618
H 2.87977 -1.37111 4.43085 0.0 0.0 0.0 0.517
H 1.07502 -5.10331 1.77949 0.0 0.0 0.0 0.515
C -1.38915 -3.80202 4.80549 0.0 0.0 0.0 -0.235
C -1.82794 -3.96104 3.50053 0.0 0.0 0.0 -1.056
C -1.61866 -2.92613 2.60186 0.0 0.0 0.0 -0.092
N -1.02022 -1.78287 2.93075 -0.1 0.0 0.1 0.176
C -0.60564 -1.63932 4.18631 0.0 0.0 0.0 -0.135
C -0.76795 -2.61521 5.15897 0.0 0.0 0.0 -0.857
H -1.51200 -4.59704 5.53026 0.0 0.0 0.0 0.390
H -2.30280 -4.87661 3.17382 0.0 0.0 0.0 0.419
H -1.90665 -3.02545 1.55949 0.0 0.0 0.0 0.323
H -0.08400 -0.71313 4.40910 0.0 0.0 0.0 0.458
H -0.39011 -2.45441 6.16000 0.0 0.0 0.0 0.442
O 0.27579 0.76995 -2.55494 0.0 0.0 -0.2 -0.281
C 0.27404 0.64755 -3.78052 -0.1 0.1 0.1 -0.284
C -0.90311 1.20486 -4.56114 0.0 0.0 0.0 -0.603
C -1.27953 0.47394 -5.84753 0.0 0.0 0.0 -0.417
C -0.43547 0.89177 -7.04830 0.0 0.0 0.0 -0.938
C 1.06023 0.94789 -6.72992 0.0 0.0 0.0 -0.798
C 1.52073 -0.19625 -5.83637 0.0 0.0 0.0 -0.619
N 1.29945 0.04823 -4.41536 0.0 -0.1 0.0 0.447
H -0.69542 2.26179 -4.76150 0.0 0.0 0.0 0.447
H -1.72777 1.18199 -3.84883 0.0 0.0 0.0 0.064
H -2.33405 0.65566 -6.06391 0.0 0.0 0.0 0.548
H -1.19512 -0.60271 -5.68028 0.0 0.0 0.0 -0.157
H -0.76401 1.87304 -7.40292 0.0 0.0 0.0 0.321
H -0.61077 0.18997 -7.86799 0.0 0.0 0.0 0.394
H 1.31801 1.89017 -6.23930 0.0 0.0 0.0 0.316
H 1.63174 0.91995 -7.65963 0.0 0.0 0.0 0.483
H 2.59661 -0.33458 -5.94125 0.0 0.0 0.0 0.487
H 1.04834 -1.13486 -6.14514 0.0 0.0 0.0 0.163
H 1.96703 -0.36838 -3.78352 0.0 0.0 0.0 0.249